{"formula": "C6H12N", "method": "ωB97M-V/def2-TZVPD", "charge": 1, "e_tot_ev": -7895.8155, "relative_energy_kcal_mol": 97.9, "max_force_ev_per_a": 5.68, "lumo_ha": -0.117, "elements": ["C", "C", "C", "C", "C", "C", "N", "H", "H", "H", "H", "H", "H", "H", "H", "H", "H", "H", "H"], "coordinates": [[-1.29402, 0.69560, 1.45682], [-0.31260, 0.21080, 2.14011], [-0.31292, -0.05601, 0.71998], [-0.58913, -1.74196, 0.40281], [1.71761, -0.03782, -0.76888], [-0.46502, 0.90402, -1.54687], [0.46534, 0.59017, -0.36439], [-2.35391, 0.92962, 1.46204], [0.37373, 0.34406, 2.98270], [-0.89850, -2.26548, 1.31028], [0.37365, -2.13291, 0.22583], [-1.46953, -1.72951, -0.21546], [2.22795, 0.69675, -1.35740], [2.40173, -0.13536, 0.11793], [1.37816, -0.95161, -1.21473], [0.33789, 1.13332, -2.25376], [-1.22406, 0.20517, -1.93613], [-0.99907, 1.72954, -1.19040], [0.64268, 1.61163, 0.02952]], "forces_ev_per_angstrom": [[-2.1, -0.3, 0.4], [2.4, 2.5, 1.0], [-0.7, -5.6, -0.5], [-0.3, 3.9, 1.6], [0.7, 0.4, 1.8], [1.9, -0.5, -0.3], [-1.6, 3.0, 1.7], [0.4, 0.5, 0.0], [-0.8, -0.7, -0.1], [0.0, 0.7, 0.3], [0.6, -0.9, -1.4], [0.4, -0.8, -1.1], [0.2, -0.1, -1.1], [-1.0, -0.5, -0.7], [0.8, -0.5, -0.5], [-1.1, 0.4, -0.7], [1.0, -0.5, 0.7], [-0.7, 1.5, 0.0], [-0.1, -2.5, -0.9]], "nbo_charge": [-0.188, -0.111, 0.048, -0.647, -0.416, -0.401, -0.364, 0.261, 0.264, 0.240, 0.220, 0.232, 0.233, 0.244, 0.240, 0.224, 0.257, 0.221, 0.443]}

***

{"formula": "C6H12N", "method": "ωB97M-V/def2-TZVPD", "multiplicity": 3, "charge": 1, "e_tot_ev": -7892.4038, "relative_energy_kcal_mol": 70.5, "max_force_ev_per_a": 6.71, "lumo_ha": [-0.120, -0.272], "elements": ["C", "C", "C", "C", "C", "C", "N", "H", "H", "H", "H", "H", "H", "H", "H", "H", "H", "H", "H"], "coordinates": [[-0.30947, 1.11376, -0.45169], [-1.21028, 0.29697, 0.02000], [2.03477, -0.71545, 0.60273], [2.26850, -0.41045, -0.83942], [-2.40108, 0.49828, -0.84589], [-1.25374, -0.55824, 1.26320], [1.61076, 0.55432, 0.01717], [-0.11085, 1.93535, -1.14620], [1.37294, -1.38477, 0.96661], [2.96387, -0.61135, 1.30468], [3.17171, -0.23634, -1.39487], [1.52277, -1.03109, -1.37002], [-3.33529, 0.05021, -0.33134], [-2.67238, 1.52988, -0.85591], [-2.24814, -0.06732, -1.74632], [-0.31390, -0.39780, 1.82264], [-1.07702, -1.57795, 0.92811], [-2.13476, -0.37586, 1.82415], [2.12157, 1.38785, 0.23237]], "forces_ev_per_angstrom": [[5.3, 3.9, 0.3], [-4.3, -2.0, 0.8], [6.0, 3.0, 0.7], [-1.7, -2.0, -0.1], [-2.9, -2.9, 2.5], [2.7, 1.2, -1.0], [-0.6, -0.9, -0.9], [-0.6, -0.6, 0.3], [-2.3, -1.9, 0.6], [-1.8, -0.2, -1.3], [0.5, 0.1, 0.5], [0.5, 0.8, -0.5], [1.3, 0.2, -0.9], [0.3, 0.9, -1.0], [-0.2, 0.4, -1.0], [-0.8, 0.4, 0.3], [-0.8, -0.5, -0.1], [-0.8, -0.3, 0.5], [0.4, 0.3, 0.3]], "nbo_charge": [0.115, 0.148, -0.230, -0.247, -0.686, -0.675, -0.508, 0.235, 0.206, 0.230, 0.247, 0.201, 0.241, 0.256, 0.276, 0.239, 0.272, 0.268, 0.411]}

***

{"formula": "C6H12N2", "method": "ωB97M-V/def2-TZVPD", "charge": 0, "e_tot_ev": -9395.1919, "relative_energy_kcal_mol": 38.2, "max_force_ev_per_a": 2.01, "lumo_ha": 0.039, "elements": ["C", "C", "C", "C", "C", "C", "H", "H", "H", "H", "H", "H", "H", "H", "H", "H", "H", "H", "N", "N"], "coordinates": [[-0.77510, 0.17930, -0.11722], [-1.52218, -1.10220, -0.29975], [-1.62603, -0.32632, 0.98514], [0.74438, 0.15839, 0.12386], [1.64672, -0.32476, -1.01311], [1.49475, -1.10563, 0.27012], [-1.07601, 2.16497, -0.32968], [-0.75773, 1.32920, -1.73572], [-1.03873, -2.08191, -0.22505], [-2.38011, -0.91657, -0.96235], [-1.15236, -0.66540, 1.90702], [-2.55447, 0.25411, 1.11230], [1.09553, 2.17496, 0.38152], [0.91554, 1.31129, 1.77541], [2.59652, 0.20031, -1.21309], [1.11306, -0.75035, -1.87192], [0.91591, -2.05031, 0.28685], [2.34934, -1.02282, 0.94890], [-1.27382, 1.29892, -0.84393], [1.28477, 1.27483, 0.82070]], "forces_ev_per_angstrom": [[1.8, -0.7, 0.6], [-0.5, 0.1, -0.1], [-1.0, 0.9, 0.6], [-0.5, 0.4, -1.4], [-0.5, -0.2, -0.2], [0.2, -0.6, 0.6], [-0.1, -0.4, -0.4], [-0.4, 0.3, 0.5], [-0.3, 0.5, -0.5], [0.4, -0.8, 0.3], [-0.1, -0.1, -0.4], [0.5, -0.5, 0.2], [0.0, -0.4, 0.0], [0.2, 0.1, -0.4], [-0.7, -0.4, 0.2], [0.4, 0.3, 0.2], [0.7, 0.7, -0.1], [-0.4, -0.3, -0.2], [0.3, 0.6, -0.7], [0.1, 0.7, 1.1]], "nbo_charge": [0.079, -0.431, -0.429, 0.084, -0.434, -0.421, 0.355, 0.360, 0.220, 0.234, 0.216, 0.220, 0.357, 0.358, 0.228, 0.212, 0.214, 0.229, -0.820, -0.831]}

***

{"formula": "C6H12N2", "method": "ωB97M-V/def2-TZVPD", "charge": 0, "e_tot_ev": -9389.4418, "relative_energy_kcal_mol": 170.8, "max_force_ev_per_a": 6.64, "lumo_ha": 0.023, "elements": ["C", "C", "C", "C", "C", "C", "H", "H", "H", "H", "H", "H", "H", "H", "H", "H", "H", "H", "N", "N"], "coordinates": [[0.13184, 1.76560, -0.32958], [-0.21025, 0.30051, 0.28732], [0.76215, -0.27966, 1.31107], [1.89617, -0.72206, 0.23825], [-0.19077, -0.85785, -0.66041], [-1.50456, -0.22321, -0.41989], [-0.10719, 2.64833, 0.31654], [1.16750, 2.04195, -0.52573], [-0.54069, 1.95891, -1.28701], [1.18678, 0.54487, 2.04340], [0.42699, -0.99850, 1.98667], [2.42157, -1.69590, 0.43551], [2.62547, -0.00455, -0.03141], [1.54683, -0.22769, -1.76189], [-0.25540, -2.03007, -0.35144], [-1.60314, 0.53463, -1.18964], [-3.61960, -0.66392, -0.46228], [-2.76827, -0.24276, 1.31395], [1.17810, -1.00886, -1.16271], [-2.54355, -0.83974, 0.24928]], "forces_ev_per_angstrom": [[-1.5, -0.1, -0.7], [-0.9, 0.8, 0.5], [2.3, 3.9, -0.6], [-0.9, -2.8, -0.8], [1.0, -4.2, 0.0], [2.0, 3.0, -1.1], [-0.5, -1.2, 0.2], [0.3, -0.8, -0.5], [1.8, -0.4, 1.8], [-0.6, -1.3, -1.5], [-0.7, -1.7, 0.4], [-0.5, 1.0, 0.4], [0.8, 1.0, 0.4], [-1.0, -0.8, 0.6], [-0.4, 2.9, 1.0], [-1.5, 0.1, 0.3], [4.3, -0.7, 3.1], [0.8, -2.2, -4.5], [1.5, 1.9, -0.4], [-6.3, 1.5, 1.6]], "nbo_charge": [-0.622, -0.135, -0.408, -0.241, -0.097, -0.019, 0.222, 0.208, 0.205, 0.201, 0.227, 0.205, 0.190, 0.340, 0.209, 0.195, 0.362, 0.388, -0.615, -0.817]}